--- w ---
This record from the OMol25 dataset describes a 2-piece molecular cluster, C6H6Cl2O overall. The level of theory is wB97M-V/def2-TZVPD.

Last column: natural (NBO) charge in e.
CARTESIAN COORDINATES (ANGSTROEM)
Cl 0.5569 -2.3905 -2.0453  0.010
Cl -1.8150 -0.7108 -3.3156  0.028
C 0.1044 0.7650 0.5466  -0.194
C -0.9939 1.4373 -0.1273  -0.193
C 0.5745 -0.4166 -0.0498  -0.222
C -1.4875 0.9564 -1.3187  -0.228
C 0.0329 -0.9086 -1.2327  -0.038
C -1.0133 -0.2231 -1.8501  -0.059
H 0.7016 1.0507 1.4226  0.231
H -1.4279 2.3483 0.3056  0.222
H 1.3081 -0.9097 0.6016  0.201
H -2.2687 1.5688 -1.7880  0.238
O 1.6195 -1.0690 3.1277  -0.927
H 1.9296 -1.1332 2.1960  0.459
H 2.1789 -0.3650 3.5273  0.472

LUMO energy = 0.020 hartree
SMILES string = Clc1ccccc1Cl.O

=====

--- x ---
This record from the OMol25 dataset describes a 2-piece molecular cluster, C6H6Cl2O overall. The level of theory is wB97M-V/def2-TZVPD.

Last column: natural (NBO) charge in e.
CARTESIAN COORDINATES (ANGSTROEM)
Cl -3.4333 -4.5512 -2.5633  0.033
Cl 0.0000 0.0000 0.0000  0.028
C -2.6245 -3.0478 -0.5030  -0.225
C -1.7276 -2.5478 -2.6707  -0.225
C -1.8006 -2.0535 0.0763  -0.205
C -0.9220 -1.5542 -2.0868  -0.201
C -2.5218 -3.3340 -1.8534  -0.067
C -0.9012 -1.2997 -0.6903  -0.066
H -3.1920 -3.6718 0.2000  0.234
H -1.5682 -2.6436 -3.7528  0.239
H -1.8392 -1.9053 1.1636  0.228
H -0.1705 -1.0376 -2.6983  0.226
O -0.9471 -7.5481 -2.7500  -0.942
H -1.8809 -7.2741 -2.8953  0.472
H -0.9747 -8.1014 -1.9367  0.469

LUMO energy = 0.024 hartree
SMILES string = Clc1ccc(Cl)cc1.O

=====

So which one is most stable? That would be x, about 0.352 eV below the next structure.

=====

--- w ---
This record from the OMol25 dataset describes one molecule with the formula C18H24N4O6S. The level of theory is wB97M-V/def2-TZVPD.

Last column: natural (NBO) charge in e.
CARTESIAN COORDINATES (ANGSTROEM)
C -1.2591 -1.3021 -2.3098  -0.245
H -0.3216 -0.8331 -2.0160  0.192
O -2.2888 -0.4820 -1.8191  -0.565
C -3.5755 -0.9763 -2.1310  -0.093
C -4.6311 -0.0852 -1.4713  -0.240
N -4.4924 0.0590 -0.0484  -0.685
S -3.8822 1.4787 0.5480  2.339
O -4.2061 1.5138 1.9457  -0.944
O -4.3427 2.5382 -0.2990  -0.937
C -2.0950 1.3892 0.4024  -0.293
C -1.4688 1.9715 -0.6814  -0.163
C -0.0965 1.8610 -0.8038  -0.163
C 0.6405 1.1575 0.1483  -0.155
C -0.0039 0.6097 1.2565  -0.149
C -1.3766 0.7321 1.3818  -0.218
H -1.9004 0.3403 2.2392  0.239
H 0.5568 0.1189 2.0388  0.209
C 2.1130 1.0659 -0.0628  0.671
O 2.7514 1.8873 -0.6721  -0.557
N 2.6827 -0.0692 0.4834  -0.628
C 4.0092 -0.3958 0.4368  0.600
N 4.5082 -1.5032 0.8907  -0.334
N 5.8391 -1.4370 0.6660  -0.309
C 6.0782 -0.3032 0.0922  0.468
C 7.3573 0.2318 -0.3484  -0.308
C 8.5902 -0.0989 0.4556  -0.390
C 8.3940 -0.7279 -0.8781  -0.390
H 8.9996 -0.3967 -1.7074  0.219
H 8.1194 -1.7702 -0.9061  0.233
H 9.3341 0.6749 0.5653  0.219
H 8.4479 -0.7167 1.3278  0.233
H 7.2733 1.2116 -0.7986  0.244
O 4.9382 0.4196 -0.0850  -0.386
H 2.1064 -0.7785 0.9121  0.429
H 0.4279 2.3075 -1.6351  0.241
H -2.0639 2.5051 -1.4035  0.246
C -4.6530 -1.0600 0.8403  -0.265
H -4.8268 -0.6217 1.8241  0.247
C -3.4493 -2.0276 0.9064  -0.095
O -3.6012 -3.1931 0.1232  -0.548
C -4.4009 -4.1900 0.7127  -0.249
H -3.9867 -4.5037 1.6782  0.169
H -5.4330 -3.8572 0.8649  0.163
H -4.3943 -5.0334 0.0250  0.198
H -2.5634 -1.5209 0.5163  0.208
H -3.2625 -2.3158 1.9498  0.172
H -5.5482 -1.6131 0.5378  0.207
H -5.6213 -0.4966 -1.7003  0.202
H -4.5677 0.9275 -1.8709  0.240
H -3.6715 -2.0107 -1.7761  0.196
H -3.7315 -0.9655 -3.2209  0.174
H -1.3203 -2.3105 -1.8828  0.176
H -1.3006 -1.3796 -3.4028  0.170

LUMO energy = -0.005 hartree
SMILES string = COCCN(CCOC)S(=O)(=O)c1ccc(C(=O)Nc2nnc(C3CC3)o2)cc1

=====

--- x ---
This record from the OMol25 dataset describes one molecule with the formula C18H24N4O6S. The level of theory is wB97M-V/def2-TZVPD.

Last column: natural (NBO) charge in e.
CARTESIAN COORDINATES (ANGSTROEM)
C 5.7884 1.0323 -2.9590  -0.237
H 6.6778 1.6591 -2.8895  0.187
O 4.8501 1.6378 -2.0970  -0.492
C 3.5755 1.1854 -1.9939  0.309
C 2.8018 1.9278 -1.0941  -0.306
C 1.4820 1.5992 -0.8790  0.171
C 0.8897 0.5434 -1.5689  -0.382
C 1.6395 -0.1934 -2.4688  0.367
C 3.0026 0.1103 -2.6819  0.123
O 3.7370 -0.6180 -3.6024  -0.525
C 3.9173 -1.9880 -3.3006  -0.250
H 4.4091 -2.1151 -2.3288  0.166
H 2.9702 -2.5300 -3.2978  0.195
H 4.5604 -2.3788 -4.0875  0.189
O 1.1349 -1.2294 -3.1892  -0.512
C -0.2560 -1.4724 -3.1412  -0.259
H -0.4208 -2.3256 -3.7970  0.197
H -0.6064 -1.7109 -2.1336  0.200
H -0.8179 -0.6126 -3.5162  0.181
H -0.1439 0.2934 -1.3845  0.234
N 0.6535 2.2804 0.0272  -0.605
C 0.9658 3.1725 0.9876  0.668
O 2.0371 3.6952 1.1772  -0.588
C -0.2510 3.5115 1.9019  -0.304
N -1.0839 2.3635 2.1080  -0.331
C -0.8449 1.3328 2.9545  0.191
N -1.5661 0.2810 2.6718  -0.460
C -2.3142 0.6274 1.5909  -0.219
C -2.0259 1.9133 1.2221  -0.093
H -2.4544 2.5211 0.4521  0.246
S -3.1886 -0.5078 0.5195  2.335
O -4.3369 0.1882 0.0212  -0.935
O -2.1894 -0.9204 -0.4309  -0.956
N -3.6899 -1.8355 1.3490  -0.653
C -2.6281 -2.6651 1.9085  -0.232
H -1.6704 -2.1719 1.7406  0.226
C -2.9425 -2.8177 3.4043  -0.418
H -3.4143 -3.7828 3.5901  0.204
H -2.0439 -2.7429 4.0113  0.226
C -3.9303 -1.6861 3.6917  -0.425
H -3.3858 -0.7624 3.8855  0.226
H -4.5853 -1.9021 4.5329  0.217
C -4.6901 -1.5831 2.3706  -0.233
H -5.1475 -0.6124 2.1853  0.232
H -5.4598 -2.3584 2.3008  0.200
H -2.6185 -3.6270 1.3902  0.206
H -0.1420 1.3876 3.7609  0.212
H -0.8297 4.3113 1.4322  0.235
H 0.1448 3.8729 2.8531  0.244
H -0.2990 1.9332 -0.0004  0.408
H 3.2679 2.7446 -0.5712  0.257
H 6.0385 0.0181 -2.6371  0.172
H 5.4336 1.0066 -3.9904  0.191

LUMO energy = 0.020 hartree
SMILES string = COc1cc(NC(=O)Cn2cnc(S(=O)(=O)N3CCCC3)c2)cc(OC)c1OC

=====

So which one is most stable? That would be x, about 0.959 eV below the next structure.

=====

--- w ---
This record from the OMol25 dataset describes C2HF3N2O as an isolated structure. The level of theory is wB97M-V/def2-TZVPD.

Last column: natural (NBO) charge in e.
CARTESIAN COORDINATES (ANGSTROEM)
C 2.4203 0.0877 0.1939  -0.395
C 1.9164 1.0624 -0.3784  0.420
N -1.3156 -0.6639 1.0729  0.158
N -1.7130 -0.9319 -0.0355  0.574
O -1.6972 -1.8643 -0.7385  -0.204
F 1.7208 2.1986 -0.9996  -0.260
F -1.3767 0.6725 1.3688  -0.151
F -2.4630 0.3768 -0.7426  -0.378
H 2.5080 -0.9379 0.2590  0.236

LUMO energy = -0.058 hartree

=====

--- x ---
This record from the OMol25 dataset describes C2HF3N2O as an isolated structure. The level of theory is wB97M-V/def2-TZVPD.

Last column: natural (NBO) charge in e.
CARTESIAN COORDINATES (ANGSTROEM)
C 0.6265 -0.3620 0.1008  0.608
C -0.5122 0.2529 -0.9776  0.492
N 0.2236 -0.8555 1.2394  -0.147
N 0.0879 -0.4651 2.3445  0.412
O 1.6849 -0.4684 -0.3654  -0.413
F -0.3385 -0.6994 -2.1186  -0.383
F -0.4592 1.4740 -1.5409  -0.291
F 0.3411 1.1466 2.0388  -0.435
H -1.6543 -0.0231 -0.7208  0.158

LUMO energy = -0.062 hartree

=====

So which one is most stable? That would be x, about 5.129 eV below the next structure.

=====

--- w ---
This record from the OMol25 dataset describes a 3-piece molecular cluster, C2H10NO3 overall. The level of theory is wB97M-V/def2-TZVPD.

Last column: natural (NBO) charge in e.
CARTESIAN COORDINATES (ANGSTROEM)
C 0.4764 -2.3163 0.5869  -0.409
N 0.4560 -1.0360 1.2651  -0.714
C 0.7289 0.1460 0.4228  0.110
O -0.4118 0.7166 -0.0760  -0.946
H 0.4054 -2.1120 -0.4859  0.206
H -0.2647 -3.0370 0.9289  0.174
H 1.4613 -2.7585 0.7667  0.155
H -0.2303 -0.6345 1.8838  0.372
H 1.4454 -0.1124 -0.3805  0.111
H 1.2455 0.9067 1.0406  0.105
H -1.0101 0.3719 -2.9711  0.434
H -0.2754 0.4435 -1.4787  0.502
O -0.2949 -0.0275 -2.4534  -1.071
H -0.8166 2.5523 0.0543  0.517
H -1.8614 3.5932 0.2311  0.438
O -1.0538 3.3041 0.6655  -0.984

net charge = -1
LUMO energy = 0.155 hartree

=====

--- x ---
This record from the OMol25 dataset describes a 3-piece molecular cluster, C2H10NO3 overall. The level of theory is wB97M-V/def2-TZVPD.

Last column: natural (NBO) charge in e.
CARTESIAN COORDINATES (ANGSTROEM)
C -0.3774 0.9923 -0.4092  -0.088
O -0.7752 0.6715 0.9195  -0.962
C 0.4060 -0.2340 -1.0234  -0.250
N 1.8506 0.0261 -1.0699  -0.849
H 0.4346 1.7242 -0.2918  0.129
H -1.0378 1.5229 -1.1212  0.123
H -0.0517 -0.4669 -2.0282  0.132
H 0.3192 -1.1358 -0.3840  0.205
H 2.0155 0.7783 -1.7922  0.328
H 2.4848 -0.6967 -1.2520  0.346
H -1.8694 -0.3737 0.2796  0.501
H -2.9749 -1.0168 1.0944  0.444
O -2.6985 -0.8816 0.1348  -1.014
H 0.3821 -0.7144 2.8484  0.450
H 0.7533 0.2047 1.6878  0.518
O 1.1387 -0.4000 2.4073  -1.016

net charge = -1
LUMO energy = 0.155 hartree

=====

--- y ---
This record from the OMol25 dataset describes a 3-piece molecular cluster, C2H10NO3 overall. The level of theory is wB97M-V/def2-TZVPD.

Last column: natural (NBO) charge in e.
CARTESIAN COORDINATES (ANGSTROEM)
C -2.0523 1.2210 -0.0251  -0.418
N -0.7646 1.5008 -0.5806  -0.664
C 0.1070 0.4559 -1.0801  0.109
O 0.3683 -0.6921 -0.3176  -0.941
H -2.1461 0.4283 0.7709  0.198
H -2.4080 2.1710 0.4033  0.174
H -2.8070 0.9422 -0.7508  0.166
H -0.1993 1.9363 0.1474  0.341
H -0.2608 0.1093 -2.0806  0.100
H 1.1005 0.8852 -1.2020  0.120
H 1.7561 -1.1110 -0.3348  0.505
H 3.2164 -0.9056 -0.8930  0.428
O 2.7110 -1.5634 -0.4142  -1.044
H -0.3979 -0.5985 1.1180  0.511
H -0.7149 -1.5209 2.3350  0.444
O -0.5757 -0.5841 2.1335  -1.030

net charge = -1
LUMO energy = 0.154 hartree

=====

So which one is most stable? That would be y, about 0.331 eV below the next structure.